# 1
C9H20N3 | ωB97M-V/def2-TZVPD

XYZ file:
```
32
C9H20N3, DFT ωB97M-V/def2-TZVPD
H -0.72 -1.37 -2.06
N -0.07 -0.65 -1.58
N -0.45 -0.34 -0.48
C 0.68 0.25 0.25
C 0.63 1.76 0.45
C 0.85 2.59 -0.84
N 1.68 -0.50 0.31
C 3.04 -0.26 0.49
C 3.75 -1.07 -0.69
C -1.87 -0.55 0.05
C -2.80 -0.18 -1.10
C -2.14 0.12 1.31
C -2.02 -2.10 0.32
H -0.21 2.25 0.99
H 1.49 1.98 1.08
H 1.84 2.19 -1.03
H 1.05 3.62 -0.52
H 0.19 2.50 -1.65
H 3.30 0.74 0.61
H 3.46 -0.56 1.41
H 3.52 -2.15 -0.63
H 4.86 -1.01 -0.47
H 3.46 -0.69 -1.61
H -2.66 0.89 -1.39
H -2.78 -0.78 -1.99
H -3.87 -0.25 -0.63
H -1.32 0.16 2.06
H -2.18 1.16 1.04
H -3.07 -0.04 1.93
H -1.53 -2.31 1.36
H -3.05 -2.47 0.41
H -1.48 -2.79 -0.28
```

Summary:
- HOMO level: -13.57 eV
- E_LUMO: -5.2 eV
- Total charge: +1
- SMILES: [H]/N=[N+](/C(CC)=N/CC)C(C)(C)C
- F_max: 4.742 eV Å⁻¹
- Energy above the lowest of the compared OMol25 structures with the same formula, charge and spin: 363.4 kJ/mol
- E: -518.7959 Eh
- Gap between HOMO and LUMO: 8.37 eV

***

# 2
C17H37Cl14FNOSi | ωB97M-V/def2-TZVPD

XYZ file:
```
72
C17H37Cl14FNOSi, DFT ωB97M-V/def2-TZVPD
C 3.12 -1.67 0.22
Si 2.73 -0.24 -0.94
C 3.51 -0.60 -2.62
C 3.60 1.29 -0.24
C 0.83 0.17 -1.04
C 0.07 -0.90 -0.21
C -1.43 -0.48 -0.07
C -2.40 -1.46 -0.69
F -2.54 -1.20 -2.07
C 0.28 0.14 -2.48
N -0.81 1.13 -2.77
C -0.68 2.45 -2.07
C 0.59 2.53 -1.20
O 0.62 1.41 -0.34
H 4.14 -2.05 0.06
H 2.46 -2.53 0.11
H 3.05 -1.38 1.27
H 3.59 0.29 -3.24
H 2.98 -1.39 -3.16
H 4.53 -0.97 -2.45
H 3.48 2.11 -0.96
H 4.67 1.10 -0.12
H 3.14 1.63 0.69
H 0.47 -1.00 0.80
H 0.12 -1.83 -0.77
H -1.61 0.51 -0.50
H -1.68 -0.39 0.99
H -2.10 -2.50 -0.58
H -3.38 -1.34 -0.23
H 1.03 0.24 -3.26
H -0.17 -0.85 -2.63
H -0.77 1.32 -3.77
H -1.75 0.73 -2.63
H -0.68 3.28 -2.78
H -1.53 2.55 -1.40
H 0.49 3.41 -0.57
H 1.48 2.62 -1.83
C 7.92 -0.34 -3.05
Cl 7.98 -1.91 -2.25
Cl 6.80 0.79 -2.27
H 8.91 0.10 -3.02
H 7.61 -0.49 -4.08
C 5.60 -3.86 -5.13
Cl 7.10 -3.01 -5.51
Cl 5.36 -4.02 -3.39
H 4.77 -3.31 -5.56
H 5.65 -4.85 -5.57
C -4.14 1.55 1.63
Cl -5.06 1.26 0.14
Cl -3.73 0.03 2.43
H -3.23 2.07 1.38
H -4.74 2.15 2.30
C -6.74 -0.07 5.06
Cl -7.55 -0.76 6.46
Cl -6.13 1.55 5.41
H -5.91 -0.71 4.78
H -7.45 -0.01 4.24
C -5.49 2.63 9.15
Cl -5.70 1.09 9.99
Cl -6.49 3.90 9.87
H -4.45 2.92 9.22
H -5.77 2.51 8.11
C -2.46 4.58 3.93
Cl -1.40 3.84 2.72
Cl -4.00 3.71 4.05
H -1.97 4.54 4.89
H -2.66 5.60 3.65
C -0.52 -5.47 -3.13
Cl 1.06 -4.77 -3.52
Cl -0.81 -6.95 -4.02
H -0.54 -5.69 -2.06
H -1.29 -4.75 -3.38
```

Summary:
- HOMO level: -12.06 eV
- E_LUMO: -2.9 eV
- Total charge: +1
- F_max: 1.812 eV Å⁻¹
- E: -7631.7343 Eh
- Gap between HOMO and LUMO: 9.19 eV

***

# 3
C30H22Cl2MnN7O6 | ωB97M-V/def2-TZVPD

XYZ file:
```
68
C30H22Cl2MnN7O6, DFT ωB97M-V/def2-TZVPD
Mn -8.84 -1.90 17.33
Cl -8.85 5.28 17.44
C -9.28 3.58 17.53
C -8.35 2.58 17.35
C -8.73 1.19 17.41
N -7.90 0.14 17.53
C -6.71 0.30 18.26
O -5.99 1.30 18.41
C -6.23 -0.99 18.82
C -4.91 -1.05 19.27
C -4.47 -2.24 19.84
C -5.40 -3.28 20.00
C -6.66 -3.18 19.38
N -7.03 -2.05 18.79
C -10.14 0.87 17.56
C -11.03 1.92 17.84
C -10.63 3.22 17.86
Cl -11.80 4.33 18.43
N -10.47 -0.39 17.37
C -11.77 -0.80 17.13
O -12.82 -0.26 17.49
C -11.83 -1.85 16.15
C -13.06 -2.09 15.52
C -13.11 -3.02 14.44
C -11.91 -3.59 14.08
C -10.74 -3.40 14.86
N -10.69 -2.54 15.88
H -7.31 2.86 17.08
H -4.28 -0.17 19.22
H -3.43 -2.52 19.97
H -5.11 -4.19 20.52
H -7.29 -4.07 19.34
H -12.04 1.62 18.10
H -13.97 -1.52 15.76
H -14.05 -3.28 13.99
H -11.90 -4.26 13.24
H -9.80 -3.85 14.55
O -6.37 -7.23 16.22
C -6.69 -6.68 15.09
C -6.30 -7.31 13.84
C -6.36 -6.55 12.68
C -6.85 -5.22 12.64
C -7.24 -4.62 13.84
C -7.15 -5.30 15.02
C -7.38 -4.58 16.34
O -7.32 -5.31 17.39
O -7.71 -3.36 16.35
H -6.70 -6.37 16.97
H -5.88 -8.34 13.95
H -6.02 -6.97 11.75
H -6.97 -4.70 11.66
H -7.50 -3.56 13.79
C -11.04 -2.42 21.28
N -11.21 -3.50 20.38
C -12.21 -4.44 20.53
C -12.23 -5.53 19.69
C -11.23 -5.55 18.68
N -10.46 -4.54 18.41
C -10.42 -3.48 19.24
O -9.65 -2.54 19.14
N -11.11 -6.67 17.92
H -11.50 -2.68 22.25
H -11.48 -1.43 20.95
H -10.00 -2.26 21.43
H -12.92 -4.18 21.30
H -12.97 -6.28 19.71
H -11.88 -7.36 17.97
H -10.52 -6.72 17.11
```

Summary:
- HOMO level (spin up / spin down): -7.39 / -7.39 eV
- Multiplicity: 5
- E_LUMO (spin up / spin down): -0.4 / -2.3 eV
- F_max: 2.656 eV Å⁻¹
- E: -4062.6010 Eh
- Gap between HOMO and LUMO (spin up / spin down): 6.96 / 5.09 eV

***

# 4
C18H40F6N5NaO12S6 | ωB97M-V/def2-TZVPD

XYZ file:
```
88
C18H40F6N5NaO12S6, DFT ωB97M-V/def2-TZVPD
Na -0.39 -0.24 -0.34
C -4.90 5.13 1.43
C -3.76 4.52 2.24
C -2.85 3.70 1.30
N -1.52 3.36 1.99
C -0.68 4.56 2.30
C -0.29 5.38 1.06
C 0.53 4.49 0.09
C -0.37 3.32 -0.33
C -0.74 2.56 0.96
C -1.70 2.43 3.15
H -4.51 5.83 0.68
H -5.61 5.63 2.10
H -5.36 4.40 0.76
H -4.13 3.89 3.05
H -3.28 5.36 2.73
H -2.74 4.21 0.35
H -3.30 2.71 1.23
H -1.19 5.25 2.97
H 0.19 4.22 2.87
H -1.19 5.74 0.55
H 0.32 6.23 1.35
H 0.85 5.07 -0.77
H 1.32 4.03 0.68
H -1.24 3.66 -0.90
H 0.12 2.61 -0.99
H -1.29 1.65 0.73
H 0.16 2.26 1.49
H -2.24 1.57 2.78
H -2.22 2.93 3.97
H -0.71 2.17 3.52
C 4.10 -4.23 -3.92
C 3.90 -4.33 -2.43
C 2.66 -3.63 -1.99
N 2.28 -3.81 -0.51
C 1.84 -5.23 -0.21
C 0.56 -5.58 -0.96
C -0.57 -4.56 -0.63
C -0.13 -3.13 -0.87
C 1.20 -2.78 -0.20
C 3.41 -3.47 0.43
H 5.06 -4.69 -4.16
H 4.17 -3.20 -4.29
H 3.30 -4.66 -4.52
H 4.77 -3.96 -1.88
H 3.92 -5.41 -2.25
H 1.73 -3.89 -2.49
H 2.76 -2.55 -2.13
H 2.72 -5.82 -0.48
H 1.72 -5.32 0.87
H 0.75 -5.67 -2.03
H 0.21 -6.55 -0.60
H -1.42 -4.72 -1.30
H -0.83 -4.81 0.39
H -0.18 -2.83 -1.92
H -0.91 -2.52 -0.40
H 1.62 -1.80 -0.44
H 1.08 -2.90 0.88
H 3.65 -2.41 0.31
H 4.28 -4.12 0.36
H 2.96 -3.62 1.41
N -2.53 0.22 -1.00
S -4.03 0.07 -0.24
O -5.21 0.00 -1.04
O -4.06 0.72 1.06
F -3.77 -1.44 0.20
S -2.91 0.90 -2.31
O -3.74 2.09 -2.19
O -3.28 0.02 -3.38
F -1.47 1.43 -2.74
N 1.54 0.39 -1.72
S 1.63 0.16 -3.25
O 2.74 -0.52 -3.84
O 1.09 1.25 -4.03
F 0.40 -0.87 -3.36
S 3.00 1.24 -1.53
O 3.06 2.51 -2.21
O 4.17 0.43 -1.32
F 2.65 1.76 -0.05
N 0.00 -0.41 1.94
S -0.79 -1.18 2.98
O -0.98 -0.62 4.30
O -0.63 -2.61 2.88
F -2.23 -0.96 2.28
S 1.44 -0.28 2.87
O 1.83 -1.44 3.61
O 1.70 1.04 3.38
F 2.47 -0.35 1.63
```

Summary:
- HOMO level: -9.98 eV
- E_LUMO: -0.2 eV
- F_max: 7.654 eV Å⁻¹
- Energy above the lowest of the compared OMol25 structures with the same formula, charge and spin: 0.0 kJ/mol
- E: -5037.1062 Eh
- Gap between HOMO and LUMO: 9.80 eV

***

# 5
C4H14N3O | ωB97M-V/def2-TZVPD

XYZ file:
```
22
C4H14N3O, DFT ωB97M-V/def2-TZVPD
C -0.31 1.57 -0.16
C -1.53 0.75 0.08
C -1.43 -0.69 -0.81
N 0.25 -2.56 -2.00
C 0.14 -2.43 -0.62
N -0.63 -1.56 -0.05
N 0.82 0.85 0.53
H -0.31 2.59 0.25
H -0.02 1.58 -1.23
H -2.39 1.28 -0.36
H -1.67 0.47 1.13
H -0.99 -0.32 -1.75
H -2.46 -0.74 -1.14
H 0.68 -3.36 -2.40
H -0.49 -2.16 -2.58
H 0.98 -2.80 -0.07
H 0.90 1.07 1.58
H 1.70 1.00 0.00
H 0.69 -0.21 0.59
H 1.96 1.46 3.68
H 2.33 2.50 2.62
O 1.79 1.71 2.70
```

Summary:
- HOMO level: -12.75 eV
- E_LUMO: -2.9 eV
- Total charge: +1
- F_max: 4.780 eV Å⁻¹
- Energy above the lowest of the compared OMol25 structures with the same formula, charge and spin: 219.8 kJ/mol
- E: -400.0488 Eh
- Gap between HOMO and LUMO: 9.83 eV

***

# 6
CH2N2O3 | ωB97M-V/def2-TZVPD

XYZ file:
```
8
CH2N2O3, DFT ωB97M-V/def2-TZVPD
O 2.63 -0.32 0.09
C 1.02 -0.01 0.13
N 0.40 1.21 0.22
O -0.87 0.62 0.47
N -0.10 -0.66 0.45
O -0.56 -1.89 0.23
H 0.46 2.18 -0.07
H -0.81 -1.88 -0.67
```

Summary:
- HOMO level: -9.25 eV
- E_LUMO: 0.0 eV
- SMILES: O=c1[nH]on1O
- F_max: 8.731 eV Å⁻¹
- Energy above the lowest of the compared OMol25 structures with the same formula, charge and spin: 700.6 kJ/mol
- E: -374.2123 Eh
- Gap between HOMO and LUMO: 9.27 eV

***

# 7
C4H18O6Pt | ωB97M-V/def2-TZVPD

XYZ file:
```
29
C4H18O6Pt, DFT ωB97M-V/def2-TZVPD
Pt -4.76 -8.55 2.51
C -7.32 -10.22 -0.31
C -6.91 -10.10 1.18
O -6.42 -8.87 1.58
H -7.59 -11.24 -0.68
H -6.54 -9.93 -1.04
H -8.15 -9.55 -0.64
H -6.05 -10.78 1.33
H -7.71 -10.37 1.82
C -1.40 -9.43 1.40
C -1.67 -8.43 2.54
O -2.93 -8.77 3.05
H -2.03 -10.29 1.63
H -0.25 -9.60 1.36
H -1.61 -9.00 0.49
H -1.67 -7.41 2.21
H -0.83 -8.51 3.32
O -7.19 -9.60 5.58
H -7.78 -9.12 5.00
H -6.85 -10.43 5.15
O -3.43 -11.21 4.67
H -2.76 -11.10 5.32
H -3.06 -10.61 4.00
O -3.22 -8.61 5.97
H -4.07 -9.13 6.02
H -3.40 -7.82 6.52
O -6.19 -11.64 3.92
H -5.31 -11.57 4.28
H -6.27 -12.65 3.98
```

Summary:
- HOMO level (spin up / spin down): -9.29 / -9.55 eV
- Multiplicity: 3
- E_LUMO (spin up / spin down): 0.5 / -1.8 eV
- F_max: 3.218 eV Å⁻¹
- Energy above the lowest of the compared OMol25 structures with the same formula, charge and spin: 0.0 kJ/mol
- E: -733.8101 Eh
- Gap between HOMO and LUMO (spin up / spin down): 9.79 / 7.76 eV

***

# 8
C6H13N | ωB97M-V/def2-TZVPD

XYZ file:
```
20
C6H13N, DFT ωB97M-V/def2-TZVPD
C 2.29 0.62 1.30
C 1.95 -0.51 0.31
C 1.26 -0.01 -0.95
C -0.04 0.71 -0.71
N -3.41 -0.71 0.47
C -2.53 0.11 -0.34
C -1.13 0.04 -0.12
H 2.72 0.23 2.25
H 1.41 1.18 1.48
H 3.03 1.30 0.84
H 1.30 -1.25 0.85
H 2.88 -1.12 0.06
H 1.96 0.65 -1.48
H 1.12 -0.92 -1.66
H -0.86 -0.62 -1.89
H -0.17 1.82 -0.96
H -3.83 -1.48 -0.08
H -4.10 -0.18 0.94
H -2.97 0.82 -1.05
H -0.90 -0.67 0.74
```

Summary:
- HOMO level: -6.89 eV
- E_LUMO: -0.8 eV
- F_max: 6.273 eV Å⁻¹
- Energy above the lowest of the compared OMol25 structures with the same formula, charge and spin: 582.8 kJ/mol
- E: -290.9368 Eh
- Gap between HOMO and LUMO: 6.09 eV

***

# 9
C5H14N2 | ωB97M-V/def2-TZVPD

XYZ file:
```
21
C5H14N2, DFT ωB97M-V/def2-TZVPD
C 2.38 1.03 -1.76
N 1.93 0.15 -0.69
C 0.87 0.68 0.16
C -0.53 0.44 -0.38
C -1.08 -0.97 -0.16
C -1.37 -1.32 1.32
N -1.98 -0.18 2.04
H 3.00 0.61 -2.55
H 2.92 1.82 -1.23
H 1.51 1.43 -2.30
H 1.91 -0.83 -0.89
H 1.06 1.74 0.27
H 0.96 0.19 1.13
H -0.69 0.66 -1.46
H -1.15 1.28 -0.06
H -0.32 -1.66 -0.52
H -2.01 -1.08 -0.72
H -2.08 -2.15 1.34
H -0.46 -1.60 1.84
H -2.84 0.08 1.59
H -2.04 -0.34 3.03
```

Summary:
- HOMO level: -8.05 eV
- E_LUMO: 1.1 eV
- SMILES: CNCCCCN
- F_max: 1.778 eV Å⁻¹
- Energy above the lowest of the compared OMol25 structures with the same formula, charge and spin: 117.8 kJ/mol
- E: -308.3782 Eh
- Gap between HOMO and LUMO: 9.19 eV

***

# 10
C3H2FLiMgO2 | ωB97M-V/def2-TZVPD

XYZ file:
```
10
C3H2FLiMgO2, DFT ωB97M-V/def2-TZVPD
O -0.70 0.98 -0.48
C -0.67 0.33 0.65
O -1.71 -0.22 1.03
Li -2.73 1.36 0.02
Mg 0.82 2.47 -0.67
C 0.73 -1.37 -0.33
C 0.87 -0.33 0.52
H 1.60 -1.73 -0.88
H 0.09 -2.18 0.02
F 1.70 0.70 0.12
```

Summary:
- HOMO level: -18.34 eV
- E_LUMO: -11.9 eV
- Total charge: +2
- F_max: 5.355 eV Å⁻¹
- Energy above the lowest of the compared OMol25 structures with the same formula, charge and spin: 0.0 kJ/mol
- E: -572.7939 Eh
- Gap between HOMO and LUMO: 6.44 eV

***

# 11
C15H20FNO5S | ωB97M-V/def2-TZVPD

XYZ file:
```
43
C15H20FNO5S, DFT ωB97M-V/def2-TZVPD
C 0.15 -1.81 -4.97
C 0.07 -2.64 -3.85
O -0.96 -1.86 -2.84
C -0.46 -1.09 -1.87
O 0.61 -0.76 -1.79
C -1.38 -0.54 -0.98
C -1.19 -1.35 0.35
C -2.26 -0.94 1.37
N -1.89 0.41 1.71
S -0.99 1.06 2.95
O -1.56 0.22 3.92
O -1.25 2.29 3.07
C 0.62 0.74 2.39
C 1.10 -0.61 3.04
C 2.29 -0.86 2.58
F 3.18 -2.01 3.02
C 3.14 -0.05 1.85
C 2.75 1.14 1.19
C 1.34 1.38 1.69
O 0.71 2.69 1.18
C 1.45 3.41 0.58
C -2.26 1.23 0.47
C -1.17 0.86 -0.70
H 0.70 -2.34 -5.70
H -0.80 -1.77 -5.17
H 0.54 -0.72 -4.61
H 1.16 -2.73 -3.40
H -0.33 -3.56 -4.00
H -2.31 -0.95 -1.23
H -0.27 -1.56 0.79
H -1.37 -2.53 0.18
H -3.06 -1.26 1.07
H -1.99 -1.30 2.27
H 0.52 -1.23 3.69
H 4.05 -0.22 1.52
H 3.25 1.77 0.60
H 2.35 3.85 0.98
H 1.73 2.96 -0.42
H 0.92 4.50 0.13
H -3.36 1.33 0.15
H -2.02 2.34 0.82
H -1.52 1.55 -1.59
H -0.22 1.00 -0.44
```

Summary:
- HOMO level: -8.65 eV
- E_LUMO: -0.2 eV
- SMILES: CCOC(=O)C1CCN(S(=O)(=O)c2cc(F)ccc2OC)CC1
- F_max: 18.673 eV Å⁻¹
- E: -1512.0816 Eh
- Gap between HOMO and LUMO: 8.45 eV

***

# 12
C2H4N2OS | ωB97M-V/def2-TZVPD

XYZ file:
```
10
C2H4N2OS, DFT ωB97M-V/def2-TZVPD
N -0.04 1.43 0.08
C -0.47 0.16 0.02
S -2.08 -0.26 -0.03
N 0.48 -0.83 0.06
C 1.85 -0.70 0.00
O 2.40 0.37 -0.05
H -0.72 2.17 -0.10
H 0.91 1.59 -0.13
H 0.15 -1.77 0.06
H 2.35 -1.73 -0.06
```

Summary:
- HOMO level: -8.72 eV
- E_LUMO: 0.3 eV
- SMILES: NC(=S)NC=O
- F_max: 1.407 eV Å⁻¹
- Energy above the lowest of the compared OMol25 structures with the same formula, charge and spin: 25.6 kJ/mol
- E: -661.5758 Eh
- Gap between HOMO and LUMO: 9.05 eV